This record from the Open Molecules 2025 dataset describes a structure of composition C31H42BrN6O5Ru at a distorted geometry. The level of theory is ωB97M-V with the def2-TZVPD basis set.

Computed properties:
Energy relative to the best compared isomer or geometry (same formula, charge and spin) = 265.9 kJ/mol
Multiplicity = 2
E = -124631.638 eV
HOMO energy (alpha / beta) = -8.00 / -8.01 eV
Molar mass = 759.69 g/mol
<S²> = 0.8719
Kohn-Sham gap (alpha / beta) = 6.1 / 6.8 eV
F_max = 3.4 eV/A

```
86
Properties=species:S:1:pos:R:3:forces:R:3:mulliken_charge:R:1
Ru -0.482533 -0.006506 0.346289 0.711 -1.900 0.382 1.055
N -1.936596 0.017524 2.366932 0.914 0.481 -1.333 -0.125
C -2.666975 -1.200073 2.638075 -0.064 -1.209 -0.877 -0.748
C -2.688371 -2.142725 1.351368 -0.750 0.448 3.012 0.359
O -3.298111 -3.187024 1.470087 -0.052 -0.294 -0.367 -0.731
O -2.066830 -1.697708 0.366220 1.954 1.650 -2.316 -0.650
H -1.596296 0.456207 3.218571 0.005 0.097 -0.353 0.124
H -2.523312 0.679747 1.849038 0.213 0.117 0.411 0.129
H -3.717283 -1.031093 2.900493 0.184 0.134 0.027 0.423
H -2.196450 -1.762438 3.446612 -0.018 0.070 -0.076 0.393
C 1.693609 -5.298667 1.687201 -0.279 0.077 0.070 -1.517
C 0.432303 -4.428612 1.592174 0.187 -0.007 0.073 0.534
C 0.610136 -3.168327 2.436136 -0.198 -0.084 -0.029 -1.738
C 0.043625 -4.221622 0.143727 0.046 0.320 -0.037 0.866
C -0.549501 -5.307547 -0.487423 -0.018 0.029 -0.154 -1.089
C -0.993299 -5.240238 -1.791222 0.046 0.075 0.038 -1.350
C -0.902651 -4.045047 -2.481583 0.091 -0.015 0.042 -0.713
C -0.342348 -2.927289 -1.892027 0.302 0.135 0.328 0.324
C -0.358029 -1.603514 -2.622234 -0.069 0.145 -0.080 3.353
C 0.654133 -1.568593 -3.771717 -0.028 0.076 0.266 -1.616
C -1.770508 -1.292566 -3.120453 0.151 0.094 0.246 -1.856
C 0.202242 -3.034173 -0.592358 -0.680 -1.280 -0.812 -0.947
N 0.806459 -1.911796 -0.055750 -0.696 2.637 0.809 2.681
C 2.071011 -1.666813 0.005655 0.120 0.199 -0.161 -1.019
C 2.528413 -0.461630 0.575591 0.826 -0.033 -0.090 0.496
C 3.807054 0.146477 0.552873 -0.613 -0.770 -0.100 -2.273
C 3.647238 1.397955 1.112020 -0.518 0.248 0.112 -0.188
C 2.287017 1.521824 1.465860 0.299 0.341 0.092 -0.533
N 1.634386 0.398370 1.157950 -1.913 -0.448 -0.425 0.185
C 1.588968 2.667004 2.143011 -0.275 0.144 0.114 2.704
C 1.071278 2.150136 3.493774 0.047 0.055 -0.088 -1.237
C 0.390148 3.098125 1.292281 0.160 -0.216 -0.036 -0.968
C 2.508104 3.874742 2.346773 -0.123 -0.333 -0.031 -2.289
H 1.959943 -5.438619 2.733657 0.093 -0.079 0.074 0.427
H 2.523931 -4.808186 1.181986 0.132 0.036 -0.045 0.290
H 1.537879 -6.274357 1.230112 0.048 -0.040 -0.033 0.419
H -0.400210 -4.994993 2.022126 0.039 0.039 0.010 0.585
H 1.594070 -2.728610 2.288089 0.037 0.093 0.118 0.331
H 0.504434 -3.425078 3.488019 0.053 -0.028 0.126 0.506
H -0.141292 -2.418340 2.190680 0.033 0.025 0.084 0.010
H -0.688109 -6.220087 0.072094 0.003 -0.124 0.111 0.487
H -1.442060 -6.102917 -2.256119 -0.082 -0.126 -0.062 0.386
H -1.286921 -3.974891 -3.486888 -0.083 -0.001 -0.119 0.391
H -0.101083 -0.799865 -1.904272 0.025 -0.366 -0.521 -1.614
H 0.452835 -2.360896 -4.490848 -0.028 -0.100 -0.038 0.361
H 1.674649 -1.686167 -3.408545 0.105 -0.061 0.024 0.335
H 0.585968 -0.615252 -4.290183 -0.007 0.138 -0.096 0.420
H -2.105287 -2.001638 -3.873859 0.006 -0.070 -0.102 0.470
H -1.799438 -0.290031 -3.539350 -0.040 0.119 -0.077 0.427
H -2.447299 -1.326867 -2.271380 -0.199 0.009 -0.017 0.254
H 2.805889 -2.361794 -0.414561 -0.272 -0.053 0.108 0.236
H 4.716029 -0.286730 0.174986 0.121 -0.135 -0.035 0.515
H 4.407836 2.142384 1.234085 0.138 0.179 0.152 0.613
H 0.424941 1.289650 3.318497 -0.010 -0.003 0.098 -0.199
H 0.508489 2.921810 4.014620 -0.114 0.106 0.042 0.392
H 1.891326 1.832440 4.134943 0.100 -0.051 0.041 0.429
H -0.274990 2.234635 1.131867 0.072 0.530 0.149 -0.519
H 0.714260 3.447804 0.314721 -0.026 0.016 -0.088 0.268
H -0.162769 3.894361 1.791162 -0.127 -0.034 0.063 0.802
H 3.345480 3.619885 2.991578 0.158 0.010 0.056 0.443
H 1.951447 4.684851 2.817908 -0.028 0.019 0.019 0.427
H 2.887959 4.232717 1.391336 0.074 0.046 -0.056 0.450
Br -2.965377 2.880880 3.825535 -0.079 0.119 0.105 -0.139
C -3.136270 3.490097 2.027335 -0.019 -0.064 -0.061 0.151
C -3.700431 4.731437 1.798235 0.050 0.077 -0.059 -0.677
C -3.768278 5.158355 0.480799 0.012 -0.191 0.041 -0.429
C -3.246800 4.347986 -0.512745 0.097 -0.114 -0.007 -0.740
C -2.710644 3.114210 -0.164197 0.121 0.330 -0.336 0.237
N -2.682017 2.684861 1.094133 -0.155 -0.101 0.186 0.120
C -2.056793 2.238569 -1.242984 -0.302 1.441 0.021 0.396
O -1.714700 2.810332 -2.280147 -0.214 -0.144 0.050 -0.892
O -1.973222 1.019676 -0.974214 0.909 -1.980 1.180 -0.581
H -4.048978 5.342616 2.613362 -0.071 0.016 0.096 0.437
H -4.218184 6.111083 0.244676 0.015 0.090 -0.030 0.440
H -3.218541 4.637135 -1.550300 -0.039 0.070 -0.076 0.506
C 1.363844 2.324393 -4.640571 0.230 -0.132 0.042 -1.211
N 0.777188 2.062187 -3.352591 -0.259 0.103 0.061 0.245
C 1.433397 1.555519 -2.297925 0.358 -0.069 -0.771 -0.449
N 2.745870 1.222874 -2.453394 -0.093 0.027 -0.117 -0.277
O 0.880404 1.426486 -1.203733 -0.746 -0.569 1.110 0.764
H 0.631394 2.810709 -5.276594 -0.056 -0.009 -0.005 0.342
H 1.673479 1.392033 -5.122763 0.006 0.033 -0.133 0.333
H 2.235699 2.979982 -4.561950 -0.013 0.028 -0.018 0.340
H -0.192738 2.331021 -3.153804 0.128 -0.101 0.062 0.356
H 3.168664 1.155440 -3.360650 0.008 0.018 0.000 0.223
H 3.198095 0.782796 -1.665919 -0.071 0.044 0.018 0.128
```
Forces are in eV/Å.

This record from the Open Molecules 2025 dataset describes a cluster of 2 separate species, C4H10O2S in total at a distorted geometry. The level of theory is ωB97M-V with the def2-TZVPD basis set.

Computed properties:
Energy relative to the best compared isomer or geometry (same formula, charge and spin) = 452.2 kJ/mol
E = -19236.304 eV
HOMO energy (alpha / beta) = -8.63 / -8.51 eV
Molar mass = 122.19 g/mol
Kohn-Sham gap (alpha / beta) = 8.1 / 8.8 eV
F_max = 4.2 eV/A

```
17
Properties=species:S:1:pos:R:3:forces:R:3:mulliken_charge:R:1
C -0.152152 -2.328352 -0.615919 -0.600 1.064 1.877 -1.316
C -0.874138 0.127435 -1.178489 1.336 -2.775 -2.837 -1.312
C 0.674690 3.091168 1.067497 0.164 -0.493 -2.251 -0.800
C -0.259281 -0.846392 -0.130027 2.222 0.739 -2.077 0.840
O 1.956716 -0.250872 1.427732 0.142 -0.251 0.907 -0.424
O -0.762844 -0.545770 1.107649 -0.822 -1.736 1.252 -0.510
S 1.598916 -0.203953 -0.002067 -0.723 -0.096 -1.145 0.249
H 0.357244 -2.473347 -1.547588 0.256 0.462 -0.582 0.346
H -1.190158 -2.643837 -0.731137 0.119 -0.601 0.174 0.361
H 0.436139 -2.880968 0.141257 -0.663 -0.093 -0.252 0.412
H -1.242707 0.894974 -0.661469 -1.385 3.288 2.159 0.411
H -1.758102 -0.269029 -1.766001 1.148 -0.043 0.607 0.302
H -0.118802 0.584361 -1.926645 -1.000 -1.091 1.140 0.295
H 0.664376 3.062120 2.140700 0.372 -0.057 0.066 0.310
H -0.284639 3.076442 0.526728 0.423 0.152 0.555 0.245
H 1.542733 2.869849 0.368040 -0.966 0.418 1.594 0.253
H -0.587991 -1.263829 1.779738 -0.024 1.112 -1.189 0.337
```
Forces are in eV/Å.